Run i
DFT (ωB97M-V/def2-TZVPD) results for a molecular structure, C5H8N2O2.

Values from the calculation:
LUMO level (alpha / beta) = 0.443 / 0.444 eV
M = 128.13 Da

Last column: Mulliken charge in e.
CARTESIAN COORDINATES (ANGSTROEM)
C 0.10 -1.19 1.24  -2.12
C 1.06 0.95 0.44  0.27
C 0.30 -0.15 0.15  1.32
C -0.37 -0.62 -1.90  -0.14
C -1.22 0.34 -1.05  -0.03
O 1.27 1.94 -0.45  -0.46
O 1.67 1.20 1.62  -0.58
N 0.65 -0.92 -1.22  -0.57
N -2.33 0.00 -0.42  -0.69
H 1.44 0.52 2.27  0.36
H 1.71 2.67 0.00  0.36
H -2.76 -0.85 -0.77  0.23
H -0.49 -0.85 -2.96  0.41
H -1.13 1.34 -1.46  0.33
H -0.52 -0.80 2.05  0.39
H 1.05 -1.55 1.63  0.53
H -0.44 -2.03 0.83  0.38

=====

Run ii
DFT (ωB97M-V/def2-TZVPD) results for a single C5H8N2O2 molecule.

Values from the calculation:
SMILES = [H]/N=C1/N/C=C\COCO1
LUMO level = 0.887 eV
M = 128.13 Da

Last column: Mulliken charge in e.
CARTESIAN COORDINATES (ANGSTROEM)
H 3.19 -1.07 -0.86  0.29
N 2.99 -0.33 -0.20  -0.74
C 1.71 -0.22 -0.08  0.56
N 1.08 0.85 0.61  -0.23
C 0.09 1.41 -0.14  -0.29
C -1.13 1.06 -0.54  -0.35
C -2.04 0.02 0.07  -0.28
O -1.52 -1.23 -0.18  -0.36
C -0.27 -1.57 0.33  -0.52
O 0.80 -1.15 -0.60  -0.36
H 1.75 1.54 0.91  0.35
H 0.40 2.42 -0.56  0.24
H -1.67 1.72 -1.18  0.36
H -2.07 0.22 1.19  0.24
H -3.03 0.01 -0.39  0.30
H -0.08 -0.98 1.19  0.52
H -0.21 -2.70 0.44  0.26

=====

The energy of each structure relative to the most stable one, in eV, is as follows: run i 2.194; run ii 0.000.

=====

Run i
DFT (ωB97M-V/def2-TZVPD) results for a single C5H8N2O2 molecule.

Values from the calculation:
LUMO level = 0.227 eV
M = 128.13 Da

Last column: Mulliken charge in e.
CARTESIAN COORDINATES (ANGSTROEM)
C -0.05 0.89 -0.89  0.29
C -1.27 1.16 -0.34  -0.52
C 0.36 -0.12 1.59  -0.45
C 1.11 0.24 -0.56  -0.64
C 1.27 -1.34 -0.82  0.26
N -1.58 1.13 1.06  -0.38
N -0.64 0.60 1.95  0.09
O 0.05 -1.98 -0.77  -0.49
O 1.78 -1.41 -2.14  -0.50
H -0.07 1.30 -1.91  0.32
H -1.99 1.76 -0.93  0.32
H 0.98 -0.79 2.33  0.23
H 2.01 -1.63 -0.13  0.28
H -1.91 2.02 1.41  0.25
H -0.97 0.78 2.84  0.19
H -0.31 -1.64 0.05  0.39
H 1.23 -0.98 -2.73  0.33

=====

Run ii
DFT (ωB97M-V/def2-TZVPD) results for a molecular structure, C5H8N2O2.

Values from the calculation:
LUMO level = 0.800 eV
M = 128.13 Da

Last column: Mulliken charge in e.
CARTESIAN COORDINATES (ANGSTROEM)
C 1.15 0.52 0.92  -1.44
C -0.05 0.36 0.00  0.85
C -1.60 0.47 1.28  -0.67
C -1.15 -0.53 0.30  0.35
C 0.64 -0.15 -1.22  0.16
H 1.66 -0.32 0.87  0.41
H 1.77 1.35 0.45  0.34
H 0.91 0.96 1.93  0.35
H -0.86 0.60 2.13  0.21
H -2.63 0.45 1.41  0.38
H -1.79 -0.26 -0.63  0.28
H 0.13 -1.91 -1.75  0.29
H 1.63 -0.13 -3.02  0.25
N 0.47 -1.56 -0.91  -0.19
N 1.11 0.46 -2.26  -0.67
O -0.99 1.49 0.33  -0.51
O -0.39 -1.80 0.18  -0.38

=====

The energy of each structure relative to the most stable one, in eV, is as follows: run i 1.315; run ii 0.000.

=====

Run i
DFT (ωB97M-V/def2-TZVPD) results for a single C4H9N3S molecule.

Values from the calculation:
SMILES = [H]/N=C(\CC)NNC=S
LUMO level = 0.271 eV
M = 131.20 Da

Last column: Mulliken charge in e.
CARTESIAN COORDINATES (ANGSTROEM)
H -0.94 2.80 -0.31  0.25
N -0.40 2.44 0.46  -0.83
C -0.25 1.15 0.27  0.54
C -0.90 0.34 -0.85  -0.38
C -1.71 -0.94 -0.39  -0.88
N 0.48 0.37 1.27  -0.37
N 1.07 -0.77 0.78  -0.11
C 2.31 -0.66 0.21  -0.27
S 2.84 0.68 -0.58  -0.25
H -1.52 0.91 -1.63  0.33
H -0.15 -0.14 -1.54  0.21
H -2.66 -0.74 0.11  0.32
H -1.80 -1.63 -1.37  0.27
H -1.13 -1.57 0.36  0.19
H 1.14 1.04 1.70  0.38
H 0.89 -1.67 1.30  0.27
H 2.74 -1.63 0.19  0.33

=====

Run ii
DFT (ωB97M-V/def2-TZVPD) results for a molecular structure, C4H9N3S.

Values from the calculation:
LUMO level = -0.112 eV
M = 131.20 Da

Last column: Mulliken charge in e.
CARTESIAN COORDINATES (ANGSTROEM)
C -0.28 1.00 -2.18  -0.98
C -0.70 1.30 0.30  -0.01
C 1.42 -0.56 0.49  -0.15
C 0.32 -1.32 1.23  -0.38
H 0.26 0.20 -2.72  0.33
H -1.31 0.76 -2.27  0.35
H -0.23 2.07 -2.53  0.27
H -0.14 1.24 1.21  0.49
H -2.63 1.87 -0.44  0.24
H 2.47 -1.12 0.51  0.34
H -0.56 -1.51 0.64  0.18
H 0.08 -0.91 2.27  0.31
H 1.14 -2.98 3.04  0.15
N -0.02 0.76 -0.79  0.46
N -1.80 1.93 0.41  -0.68
N 1.28 0.25 -0.56  -0.70
S 0.71 -2.98 1.38  -0.24

=====

The energy of each structure relative to the most stable one, in eV, is as follows: run i 0.000; run ii 2.630.

=====

Run i
DFT (ωB97M-V/def2-TZVPD) results for 2 unconnected molecules or ions with the total composition C6H10N2S.

Values from the calculation:
LUMO level (alpha / beta) = -0.172 / -0.112 eV
M = 142.23 Da

Last column: Mulliken charge in e.
CARTESIAN COORDINATES (ANGSTROEM)
C -1.08 0.76 1.60  0.09
C -1.03 -2.85 0.87  -0.42
C -0.64 -0.52 1.26  -0.30
C 1.23 0.46 -0.93  0.53
C 1.63 1.61 -0.14  -0.79
C 0.06 0.85 -1.82  -1.29
N -1.42 1.86 1.64  -0.53
N -1.42 -1.55 1.05  -0.04
S 1.93 -0.98 -0.91  -0.26
H 0.08 -3.01 0.81  0.18
H -1.75 -3.57 0.48  0.25
H 0.44 -0.74 1.39  0.51
H 0.70 1.80 0.37  0.11
H 1.95 2.47 -0.76  0.32
H 2.43 1.63 0.61  0.30
H -0.73 1.57 -1.39  0.28
H -0.45 0.09 -2.29  0.45
H 0.40 1.37 -2.75  0.38
H -2.34 -1.26 0.91  0.23

=====

Run ii
DFT (ωB97M-V/def2-TZVPD) results for a single C6H10N2S molecule.

Values from the calculation:
LUMO level = -1.292 eV
M = 142.23 Da

Last column: Mulliken charge in e.
CARTESIAN COORDINATES (ANGSTROEM)
C 0.09 0.46 0.00  -0.17
C -1.05 0.70 -0.68  0.42
C -0.29 -0.59 2.16  -0.07
C 0.40 -2.71 0.58  -0.33
C 1.46 0.87 -0.49  -1.11
C -1.07 1.91 -1.61  -1.06
N 0.20 -0.55 0.95  0.70
N 0.84 -1.54 0.32  -0.58
S -2.52 -0.29 -0.78  -0.39
H -0.47 0.35 2.69  0.25
H -0.42 -1.49 2.74  0.17
H -0.47 -2.96 1.23  0.22
H 0.90 -3.53 0.05  0.26
H 1.58 1.70 -1.30  0.30
H 2.08 0.02 -0.74  0.31
H 2.12 1.20 0.43  0.24
H -1.75 2.67 -1.24  0.30
H -1.59 1.59 -2.50  0.32
H -0.04 2.19 -1.82  0.22

=====

The energy of each structure relative to the most stable one, in eV, is as follows: run i 0.000; run ii 1.369.

=====

Run i
DFT (ωB97M-V/def2-TZVPD) results for a molecular structure, C25H46HfO2P2.

Values from the calculation:
Net charge = +2
LUMO level = -8.168 eV
M = 619.08 Da

Last column: Mulliken charge in e.
CARTESIAN COORDINATES (ANGSTROEM)
Hf -0.07 0.04 0.80  -1.32
C -1.70 1.63 0.89  0.85
C -2.07 0.67 -0.14  1.36
C -1.95 -0.57 1.86  0.97
C -1.71 0.87 2.14  0.98
C -2.22 -0.69 0.43  0.74
C -1.80 3.16 0.77  -1.64
H -1.47 3.51 -0.21  0.39
H -1.19 3.67 1.52  0.43
H -2.83 3.49 0.91  0.37
C -1.71 1.48 3.56  -1.65
H -1.52 2.55 3.56  0.44
H -0.98 1.00 4.21  0.19
H -2.68 1.33 4.01  0.45
C -2.21 -1.64 2.92  -1.57
H -3.28 -1.71 3.15  0.37
H -1.70 -1.41 3.86  0.41
H -1.88 -2.62 2.60  0.25
C -3.15 -1.84 -0.05  -1.85
H -4.18 -1.57 0.20  0.41
H -2.95 -2.77 0.48  0.50
H -3.16 -2.07 -1.11  0.37
C -2.94 1.21 -1.30  -1.93
H -3.87 1.60 -0.87  0.44
H -3.27 0.45 -2.00  0.48
H -2.49 2.05 -1.82  0.29
C 1.47 0.44 -2.62  0.18
C 0.45 1.31 -2.77  -0.02
C -0.13 1.67 -4.12  -1.29
C -0.99 0.52 -4.67  -1.13
C -1.03 -0.71 -3.75  -0.43
C -0.01 -1.55 -3.67  -0.53
C 1.31 -1.34 -4.42  -0.92
C 2.17 -0.24 -3.79  -1.22
H 0.68 1.90 -4.82  0.44
H -0.58 0.22 -5.64  0.41
H -0.69 2.60 -4.04  0.40
H 2.44 0.51 -4.54  0.40
H 1.88 0.08 -1.71  0.56
H -0.07 1.81 -2.00  0.47
H 3.13 -0.64 -3.45  0.39
H 1.84 -2.28 -4.53  0.43
H -0.14 -2.54 -3.31  0.60
H 1.10 -1.07 -5.45  0.39
H -1.98 0.85 -4.96  0.36
H -1.98 -1.04 -3.43  0.79
P 1.55 1.70 1.35  1.31
C 1.31 2.63 2.99  -1.43
H 2.19 3.25 3.21  0.57
H 1.18 1.97 3.84  0.26
H 0.46 3.31 2.93  0.34
C 3.38 1.27 1.64  -1.23
H 3.92 2.13 2.06  0.50
H 3.86 0.99 0.71  0.38
H 3.47 0.44 2.34  0.30
C 1.89 3.32 0.42  -1.33
H 2.39 3.13 -0.53  0.42
H 2.54 3.98 0.99  0.49
H 0.96 3.86 0.22  0.37
P 0.84 -2.09 0.54  1.93
C -0.27 -3.61 0.18  -1.63
H 0.33 -4.44 -0.21  0.49
H -1.06 -3.41 -0.54  0.29
H -0.79 -3.97 1.07  0.48
C 2.57 -2.57 -0.12  -1.27
H 2.54 -2.77 -1.18  0.39
H 2.97 -3.48 0.32  0.49
H 3.28 -1.78 0.08  0.36
C 1.31 -3.13 2.10  -1.93
H 1.53 -4.17 1.86  0.65
H 0.50 -3.14 2.83  0.39
H 2.21 -2.73 2.58  0.38
O 0.23 -0.78 4.70  -0.60
C 1.28 -0.75 3.94  -0.51
O 1.28 -0.52 2.63  -0.26
H 2.23 -0.98 4.41  0.40

=====

Run ii
DFT (ωB97M-V/def2-TZVPD) results for a molecular structure, C25H46HfO2P2.

Values from the calculation:
Net charge = +2
LUMO level = -7.424 eV
M = 619.08 Da

Last column: Mulliken charge in e.
CARTESIAN COORDINATES (ANGSTROEM)
Hf -0.10 0.07 0.01  -0.26
C 0.98 -1.35 2.02  0.65
C 1.76 -1.01 0.84  0.92
C 1.58 0.85 2.26  -0.03
C 0.99 -0.25 2.91  1.34
C 2.08 0.42 0.97  0.92
C 0.64 -2.73 2.44  -1.63
H 0.44 -3.34 1.56  0.24
H -0.25 -2.71 3.07  0.39
H 1.46 -3.18 3.02  0.35
C 0.49 -0.25 4.30  -1.66
H -0.11 -1.14 4.52  0.43
H -0.16 0.65 4.44  0.30
H 1.33 -0.18 5.02  0.38
C 1.84 2.15 2.87  -1.88
H 2.73 2.10 3.52  0.40
H 0.98 2.48 3.47  0.37
H 2.03 2.90 2.08  0.31
C 3.21 1.05 0.25  -1.46
H 4.17 0.69 0.64  0.30
H 3.18 2.14 0.35  0.52
H 3.14 0.79 -0.81  0.11
C 2.59 -1.98 0.09  -1.46
H 3.38 -2.35 0.75  0.38
H 3.07 -1.52 -0.77  0.49
H 2.02 -2.84 -0.29  0.23
C -1.04 -0.89 -2.02  0.57
C -0.25 -1.93 -1.57  -0.15
C 0.54 -2.74 -2.55  -1.61
C 1.84 -2.09 -3.11  -1.86
C 2.08 -0.64 -2.79  -0.08
C 1.26 0.29 -3.29  -0.23
C 0.11 -0.12 -4.18  -1.56
C -1.14 -0.69 -3.52  -1.43
H -0.10 -3.05 -3.40  0.44
H 1.84 -2.18 -4.22  0.61
H 0.83 -3.69 -2.08  0.58
H -1.42 -1.64 -3.99  0.51
H -1.90 -0.45 -1.49  0.29
H -0.41 -2.46 -0.61  0.71
H -1.98 -0.02 -3.74  0.59
H -0.17 0.75 -4.80  0.51
H 1.56 1.35 -3.38  0.74
H 0.52 -0.87 -4.89  0.36
H 2.70 -2.69 -2.78  0.33
H 3.11 -0.39 -2.49  1.02
P -2.53 -1.19 1.21  1.11
C -2.83 -1.24 3.02  -1.09
H -3.88 -1.47 3.26  0.55
H -2.56 -0.26 3.43  0.24
H -2.18 -2.00 3.48  0.28
C -4.02 -0.23 0.67  -1.23
H -4.97 -0.62 1.10  0.51
H -4.08 -0.25 -0.43  0.34
H -3.87 0.81 1.01  0.30
C -2.82 -2.91 0.63  -1.25
H -2.73 -2.92 -0.47  0.30
H -3.80 -3.32 0.93  0.51
H -2.01 -3.53 1.06  0.31
P -0.17 2.71 -0.97  1.15
C 1.41 3.36 -1.59  -1.39
H 1.27 4.13 -2.36  0.52
H 1.99 2.52 -2.01  0.19
H 1.96 3.77 -0.74  0.37
C -1.38 2.59 -2.34  -0.98
H -1.02 1.93 -3.15  -0.05
H -1.65 3.57 -2.75  0.61
H -2.28 2.12 -1.89  0.27
C -0.79 4.11 0.06  -1.26
H -0.82 5.06 -0.50  0.52
H -0.10 4.23 0.92  0.34
H -1.79 3.89 0.45  0.27
O -1.28 1.81 3.59  -0.52
C -1.46 1.99 2.39  -0.54
O -0.94 1.25 1.42  0.35
H -2.12 2.77 1.96  0.27

=====

The energy of each structure relative to the most stable one, in eV, is as follows: run i 4.745; run ii 0.000.

=====

Run i
DFT (ωB97M-V/def2-TZVPD) results for a molecular structure, C3H6ClF.

Values from the calculation:
LUMO level = 0.768 eV
M = 96.53 Da

Last column: Mulliken charge in e.
CARTESIAN COORDINATES (ANGSTROEM)
C -0.43 -1.32 -0.07  -1.23
C 0.40 0.11 0.49  0.76
C 0.21 1.30 -0.38  -1.01
H -1.53 -1.30 0.07  0.39
H -0.40 -2.20 0.63  0.36
H -0.20 -1.64 -1.08  0.33
H 0.11 2.48 0.38  0.25
H -1.05 0.96 -0.84  0.22
H 0.81 1.49 -1.24  0.37
F -0.21 0.34 1.61  -0.20
Cl 2.28 -0.22 0.43  -0.24

=====

Run ii
DFT (ωB97M-V/def2-TZVPD) results for a single C3H6ClF molecule.

Values from the calculation:
SMILES = CC(C)(F)Cl
LUMO level = 0.866 eV
M = 96.53 Da

Last column: Mulliken charge in e.
CARTESIAN COORDINATES (ANGSTROEM)
C -0.27 -0.41 1.62  -1.22
C 0.06 -0.41 0.12  0.89
C -1.05 -0.90 -0.83  -1.16
F 1.20 -1.12 -0.11  -0.25
Cl 0.12 1.44 -0.47  -0.27
H -0.54 -1.35 2.13  0.31
H 0.50 0.10 2.32  0.32
H -1.05 0.32 1.76  0.38
H -2.05 -0.93 -0.25  0.29
H -0.78 -1.94 -0.82  0.32
H -1.39 -0.28 -1.67  0.38

=====

Run iii
DFT (ωB97M-V/def2-TZVPD) results for a single C3H6ClF molecule.

Values from the calculation:
SMILES = C[C@@H](Cl)CF
LUMO level = 0.924 eV
M = 96.53 Da

Last column: Mulliken charge in e.
CARTESIAN COORDINATES (ANGSTROEM)
C -0.42 1.09 -0.60  -1.27
C -0.44 -0.03 0.38  0.07
Cl -1.75 -1.14 -0.24  -0.20
C 0.86 -0.76 0.43  -0.36
F 1.07 -1.40 -0.84  -0.29
H -0.15 0.57 -1.53  0.32
H -1.32 1.47 -0.60  0.45
H 0.43 1.75 -0.30  0.30
H -0.72 0.21 1.39  0.40
H 0.72 -1.57 1.24  0.23
H 1.71 -0.19 0.68  0.34

=====

The energy of each structure relative to the most stable one, in eV, is as follows: run i 2.373; run ii 0.125; run iii 0.000.